(1)
Computed, not measured: a structure of composition C6H10N2, with ωB97M-V/def2-TZVPD.

Positions of all 18 atoms, in Å:
1 C 0.547 1.104 -0.730
2 C -0.823 1.024 0.203
3 C -0.886 -1.000 0.250
4 C 0.172 -1.256 -0.702
5 C 1.320 -0.106 0.728
6 C -0.270 0.071 1.123
7 H 1.098 1.905 -0.023
8 H 0.533 1.513 -1.855
9 H -1.278 2.135 0.221
10 H -1.905 0.476 -1.397
11 H -1.583 -1.801 0.665
12 H 0.433 -2.192 -0.590
13 H -0.055 -1.525 -1.720
14 H 1.489 -0.853 1.496
15 H 2.035 0.692 0.977
16 H -0.333 -0.034 2.190
17 N -1.789 0.073 -0.253
18 N 1.293 -0.227 -0.583

LUMO ... 1.02 eV
HOMO energy ... -8.4 eV
Orbital gap ... 0.346 Eh

=====

(2)
Computed, not measured: a cluster of 2 separate species, C4H8O3 in total, with ωB97M-V/def2-TZVPD.

Positions of all 15 atoms, in Å:
1 O 0.313 3.117 3.440
2 C 0.770 2.829 2.380
3 O 1.115 1.569 2.042
4 H 1.037 3.557 1.595
5 H 0.958 1.434 1.085
6 O 0.585 0.837 -0.544
7 C 0.088 -0.236 -0.264
8 C -0.959 -0.904 -1.087
9 C -0.429 -2.241 -1.624
10 H 0.476 -0.776 0.615
11 H -1.206 -0.252 -1.915
12 H -1.819 -1.122 -0.449
13 H 0.413 -2.120 -2.307
14 H -1.216 -2.782 -2.148
15 H -0.125 -2.910 -0.818

LUMO ... 0.43 eV
SMILES ... CCC=O.O=CO
HOMO energy ... -10.4 eV
Orbital gap ... 0.399 Eh

=====

(3)
Computed, not measured: the molecule C6H9N3, with ωB97M-V/def2-TZVPD.

Positions of all 18 atoms, in Å:
1 C 0.559 1.134 -0.516
2 C -0.150 0.468 -1.710
3 C 0.139 -1.147 -0.095
4 C -0.021 -1.491 2.038
5 C 0.107 -0.138 1.894
6 C 0.289 0.074 0.498
7 H -0.844 2.447 0.205
8 H 0.163 3.069 -0.891
9 H 1.617 1.059 -0.659
10 H -1.191 0.674 -1.573
11 H 0.152 0.823 -2.698
12 H -0.352 -1.773 -2.013
13 H -0.493 -3.028 0.607
14 H -0.227 -2.126 2.970
15 H 0.141 0.637 2.650
16 N 0.140 2.460 -0.042
17 N 0.007 -0.981 -1.466
18 N -0.038 -2.163 0.802

LUMO ... 0.90 eV
SMILES ... N[C@@H]1CNc2[nH]ccc21
HOMO energy ... -6.7 eV
Orbital gap ... 0.279 Eh

=====

(4)
Computed, not measured: a cluster of 2 separate species, C5H11NO2 in total, with ωB97M-V/def2-TZVPD.

Positions of all 19 atoms, in Å:
1 C -0.669 -0.178 1.816
2 C -0.520 1.251 1.391
3 C -1.001 2.264 2.098
4 C 0.251 1.489 0.122
5 H -1.227 -0.751 1.076
6 H -1.200 -0.231 2.767
7 H 0.301 -0.659 1.941
8 H -0.891 3.296 1.793
9 H -1.539 2.082 3.020
10 H 0.261 2.546 -0.131
11 H -0.184 0.925 -0.704
12 H 1.277 1.139 0.234
13 N 0.072 -2.158 -2.714
14 C 0.833 -1.916 -1.589
15 O 1.895 -1.092 -1.801
16 O 0.584 -2.350 -0.503
17 H -0.542 -2.951 -2.602
18 H 0.534 -2.134 -3.613
19 H 1.767 -0.572 -2.602

LUMO ... 0.39 eV
SMILES ... C=C(C)C.NC(=O)O
HOMO energy ... -9.0 eV
Orbital gap ... 0.346 Eh

=====

(5)
Computed, not measured: a structure of composition C22H26GaNOPSSe2Te2, with ωB97M-V/def2-TZVPD.

Positions of all 57 atoms, in Å:
1 Ga 0.851 1.995 0.142
2 N 0.413 2.332 2.481
3 C -0.533 1.491 3.155
4 C -1.120 1.872 4.354
5 C -2.016 1.030 4.990
6 C -2.336 -0.201 4.437
7 C -1.775 -0.579 3.231
8 C -0.866 0.258 2.589
9 P -0.188 -0.155 0.963
10 C -1.515 -1.165 0.247
11 C -1.561 -2.550 0.377
12 C -2.660 -3.242 -0.100
13 C -3.709 -2.563 -0.699
14 C -3.672 -1.182 -0.811
15 C -2.576 -0.483 -0.342
16 C 1.232 -1.237 1.276
17 C 1.979 -1.097 2.444
18 C 3.147 -1.819 2.613
19 C 3.568 -2.693 1.625
20 C 2.829 -2.837 0.460
21 C 1.675 -2.096 0.272
22 H 1.362 2.132 2.819
23 H 0.238 3.312 2.713
24 H -0.877 2.835 4.781
25 H -2.461 1.338 5.924
26 H -3.022 -0.861 4.944
27 H -2.048 -1.520 2.777
28 H -0.751 -3.077 0.860
29 H -2.701 -4.314 0.011
30 H -4.564 -3.111 -1.063
31 H -4.501 -0.650 -1.253
32 H -2.537 0.599 -0.408
33 H 1.639 -0.433 3.227
34 H 3.729 -1.692 3.514
35 H 4.471 -3.265 1.766
36 H 3.159 -3.517 -0.310
37 H 1.110 -2.187 -0.647
38 Se -0.114 4.045 -0.590
39 Te 1.942 4.515 -2.006
40 Te 3.854 4.040 -0.135
41 Se 3.230 1.692 0.601
42 C 1.810 1.488 -4.821
43 C 2.087 0.300 -3.927
44 S 0.818 -0.071 -2.652
45 O 0.889 1.137 -1.718
46 C -0.762 0.180 -3.581
47 C -1.293 1.594 -3.481
48 H 2.692 1.677 -5.428
49 H 1.617 2.376 -4.218
50 H 0.971 1.320 -5.492
51 H 2.991 0.463 -3.337
52 H 2.199 -0.625 -4.493
53 H -1.454 -0.522 -3.116
54 H -0.581 -0.133 -4.608
55 H -1.434 1.869 -2.437
56 H -2.250 1.669 -3.992
57 H -0.621 2.320 -3.929

LUMO ... -2.81 eV
Charge ... +1
HOMO energy ... -9.8 eV
Orbital gap ... 0.258 Eh

=====

(6)
Computed, not measured: a cluster of 2 separate species, C4H14N2O in total, with ωB97M-V/def2-TZVPD.

Positions of all 21 atoms, in Å:
1 C 0.040 -0.654 0.907
2 C -0.053 0.545 -0.024
3 C 0.791 1.761 0.618
4 C 2.205 2.847 -1.023
5 N 2.073 2.021 -0.074
6 N -1.227 -1.515 0.786
7 H 0.874 -1.321 0.676
8 H 0.110 -0.318 1.938
9 H 0.188 0.382 -1.071
10 H -1.068 0.941 -0.031
11 H 0.206 2.681 0.593
12 H 0.932 1.515 1.668
13 H 1.402 3.469 -1.421
14 H 3.122 3.007 -1.587
15 H 2.864 1.464 0.251
16 H -1.253 -1.967 -0.137
17 H -2.039 -0.904 0.765
18 H -1.212 -2.161 1.578
19 H -2.572 -3.719 -2.253
20 H -2.777 -4.472 -0.882
21 O -2.606 -3.605 -1.277

LUMO ... -8.26 eV
Charge ... +2
HOMO energy ... -17.7 eV
Orbital gap ... 0.346 Eh

=====

(7)
Computed, not measured: a structure of composition C18H32N2O7PtSSi, with ωB97M-V/def2-TZVPD.

Positions of all 62 atoms, in Å:
1 Pt -1.252 -0.943 0.101
2 C 2.545 -1.931 -1.655
3 C 2.009 -2.023 -0.237
4 C 3.117 -1.813 0.787
5 C 1.308 -3.334 0.002
6 O 0.989 -0.912 -0.032
7 Si 1.252 0.699 -0.155
8 S -0.926 1.193 0.029
9 O 1.615 1.133 -1.622
10 C 1.711 2.358 -2.428
11 C 0.389 2.509 -3.164
12 C 2.847 2.116 -3.414
13 C 1.989 3.551 -1.529
14 O 1.944 1.443 1.043
15 C 1.723 1.767 2.454
16 C 3.088 1.711 3.125
17 C 0.778 0.750 3.069
18 C 1.141 3.169 2.500
19 H 3.217 -2.767 -1.845
20 H 3.096 -1.001 -1.810
21 H 1.725 -1.975 -2.376
22 H 3.892 -2.563 0.640
23 H 2.728 -1.913 1.803
24 H 3.570 -0.823 0.671
25 H 2.011 -4.157 -0.112
26 H 0.505 -3.468 -0.717
27 H 0.886 -3.373 1.008
28 H 0.193 1.637 -3.789
29 H 0.415 3.395 -3.797
30 H -0.435 2.619 -2.437
31 H 2.628 1.255 -4.046
32 H 3.775 1.924 -2.873
33 H 2.978 2.995 -4.045
34 H 1.138 3.735 -0.861
35 H 2.155 4.444 -2.130
36 H 2.879 3.366 -0.923
37 H 3.498 0.701 3.081
38 H 2.997 2.009 4.170
39 H 3.778 2.389 2.623
40 H 1.200 -0.256 3.009
41 H -0.196 0.762 2.544
42 H 0.601 0.992 4.116
43 H 1.819 3.871 2.014
44 H 0.997 3.486 3.533
45 H 0.170 3.198 1.985
46 C -4.690 1.034 0.106
47 C -4.536 -0.443 0.103
48 N -3.409 -1.148 0.104
49 C -3.732 -2.492 0.101
50 C -5.085 -2.601 0.095
51 N -5.550 -1.309 0.098
52 C -6.104 -3.714 0.074
53 O -5.679 -4.946 0.045
54 O -7.250 -3.365 0.080
55 C -2.651 -3.475 0.126
56 O -2.854 -4.658 0.081
57 O -1.459 -2.892 0.205
58 H -3.720 1.524 0.108
59 H -5.251 1.353 0.986
60 H -5.254 1.358 -0.769
61 H -6.545 -1.100 0.102
62 H -4.714 -5.051 0.047

LUMO (spin up / spin down) ... -11.06 / -11.27 eV
Charge ... +2
HOMO energy (spin up / spin down) ... -16.3 / -16.2 eV
Orbital gap (spin up / spin down) ... 0.191 / 0.182 Eh

=====

(8)
Computed, not measured: a cluster of 2 separate species, C3H10NS2 in total, with ωB97M-V/def2-TZVPD.

Positions of all 16 atoms, in Å:
1 C 1.411 1.460 0.855
2 S 0.102 2.116 -0.227
3 S 1.115 2.180 -2.058
4 H 1.951 0.617 0.428
5 H 0.917 1.181 1.784
6 H 2.153 2.242 0.998
7 H 1.844 3.287 -1.793
8 C -1.358 -1.889 0.236
9 C -0.206 -2.098 0.826
10 N -1.541 -0.766 -0.704
11 H -2.220 -2.531 0.339
12 H -0.044 -2.948 1.474
13 H 0.656 -1.452 0.722
14 H -0.974 0.091 -0.474
15 H -1.293 -1.038 -1.658
16 H -2.512 -0.451 -0.748

LUMO ... -3.44 eV
Charge ... +1
HOMO energy ... -12.9 eV
Orbital gap ... 0.349 Eh

=====

(9)
Computed, not measured: a cluster of 2 separate species, C3H9NO2 in total, with ωB97M-V/def2-TZVPD.

Positions of all 15 atoms, in Å:
1 C -0.575 1.555 -0.123
2 O -0.694 0.289 0.653
3 C -1.954 2.132 -0.243
4 H -0.204 1.195 -1.082
5 H 0.126 2.199 0.406
6 H 0.132 0.266 1.150
7 H -2.674 1.339 -0.431
8 H -1.990 2.942 -0.974
9 H -2.228 2.616 0.703
10 C 2.276 -2.338 -0.159
11 N 1.021 -2.489 0.113
12 O 3.131 -3.253 0.014
13 H 2.574 -1.385 -0.623
14 H 0.691 -3.365 0.506
15 H 0.369 -1.701 0.091

LUMO (spin up / spin down) ... -5.04 / -9.70 eV
Charge ... +1
HOMO energy (spin up / spin down) ... -14.2 / -14.2 eV
Orbital gap (spin up / spin down) ... 0.336 / 0.164 Eh
Multiplicity ... 2
<S²> ... 0.7550

=====

(10)
Computed, not measured: a structure of composition C47H54N2O6P2SSeTeTi, with ωB97M-V/def2-TZVPD.

Positions of all 115 atoms, in Å:
1 Ti 1.152 0.736 2.856
2 C -4.824 -0.566 3.227
3 N -4.238 -0.828 1.896
4 P -3.016 0.402 1.334
5 C -3.176 0.308 -0.458
6 C -2.267 -0.476 -1.142
7 C -2.322 -0.537 -2.528
8 C -3.378 -0.034 -3.233
9 C -4.288 0.761 -2.562
10 C -4.118 1.077 -1.220
11 C -3.706 2.025 1.682
12 C -2.807 3.095 1.636
13 C -3.247 4.387 1.829
14 C -4.659 4.657 1.883
15 C -5.510 3.595 1.839
16 C -5.081 2.227 1.773
17 P -4.228 -2.399 1.183
18 C -5.763 -2.545 0.197
19 C -6.436 -1.437 -0.352
20 C -7.499 -1.615 -1.186
21 C -8.053 -2.891 -1.381
22 C -7.416 -3.993 -0.850
23 C -6.257 -3.833 -0.056
24 C -4.704 -3.621 2.499
25 C -6.011 -3.623 2.988
26 C -6.414 -4.549 3.915
27 C -5.485 -5.361 4.547
28 C -4.176 -5.260 4.197
29 C -3.764 -4.412 3.177
30 H -4.255 0.125 3.832
31 H -4.997 -1.483 3.794
32 H -5.829 -0.129 3.172
33 H -1.466 -0.932 -0.577
34 H -1.509 -1.033 -3.069
35 H -3.573 -0.231 -4.291
36 H -5.063 1.246 -3.162
37 H -4.704 1.857 -0.801
38 H -1.798 2.841 1.550
39 H -2.533 5.250 1.778
40 H -5.034 5.707 2.024
41 H -6.593 3.736 1.794
42 H -5.883 1.463 1.756
43 H -6.115 -0.462 -0.173
44 H -7.964 -0.718 -1.579
45 H -8.918 -2.934 -2.077
46 H -7.842 -5.025 -0.901
47 H -5.798 -4.717 0.416
48 H -6.743 -2.856 2.609
49 H -7.465 -4.654 4.106
50 H -5.740 -6.178 5.224
51 H -3.397 -5.865 4.734
52 H -2.726 -4.459 2.824
53 O 0.633 1.011 4.661
54 Se -0.811 2.013 4.332
55 O -1.999 0.905 4.167
56 O -0.183 2.241 2.533
57 O 4.554 2.640 4.344
58 C 5.089 1.936 3.202
59 C 4.013 0.874 2.602
60 O 4.421 -0.268 2.380
61 N 2.783 1.348 2.453
62 Te 3.487 0.431 -1.955
63 C 4.872 -0.943 -3.062
64 C 6.006 -1.453 -2.435
65 C 6.434 -1.147 -1.012
66 C 6.775 -2.386 -3.203
67 C 6.506 -2.716 -4.554
68 C 7.432 -3.684 -5.306
69 C 5.427 -2.093 -5.137
70 C 4.555 -1.297 -4.393
71 C 3.218 -0.808 -4.948
72 C 3.694 2.668 -2.219
73 C 4.808 3.306 -1.720
74 C 5.957 2.576 -1.069
75 C 4.740 4.709 -1.643
76 C 3.653 5.464 -2.114
77 C 3.727 6.957 -2.315
78 C 2.539 4.779 -2.599
79 C 2.571 3.381 -2.716
80 C 1.383 2.694 -3.384
81 H 5.122 3.371 4.612
82 H 5.397 2.597 2.397
83 H 5.931 1.357 3.527
84 H 5.631 -0.846 -0.370
85 H 7.204 -0.380 -1.045
86 H 6.880 -2.045 -0.687
87 H 7.689 -2.791 -2.755
88 H 8.490 -3.464 -5.071
89 H 7.278 -3.530 -6.364
90 H 7.210 -4.748 -5.159
91 H 5.168 -2.219 -6.195
92 H 2.913 -1.334 -5.855
93 H 3.247 0.237 -5.214
94 H 2.389 -1.040 -4.285
95 H 5.567 2.121 -0.142
96 H 6.831 3.243 -0.840
97 H 6.367 1.802 -1.747
98 H 5.577 5.201 -1.117
99 H 4.579 7.396 -1.786
100 H 2.781 7.336 -1.940
101 H 3.715 7.137 -3.420
102 H 1.728 5.326 -3.029
103 H 0.903 3.519 -3.918
104 H 0.728 2.283 -2.589
105 H 1.717 1.880 -4.018
106 C 1.985 -1.841 4.609
107 S 1.134 -2.362 3.109
108 C 2.368 -2.667 1.847
109 O 0.698 -0.975 2.399
110 H 2.313 -2.732 5.118
111 H 1.235 -1.284 5.204
112 H 2.833 -1.248 4.289
113 H 2.877 -3.621 2.067
114 H 3.074 -1.850 1.854
115 H 1.788 -2.807 0.950

LUMO (spin up / spin down) ... -3.49 / -6.14 eV
Charge ... +1
HOMO energy (spin up / spin down) ... -8.6 / -8.6 eV
Orbital gap (spin up / spin down) ... 0.189 / 0.092 Eh
Multiplicity ... 2
<S²> ... 0.7549

=====

Here are the calculated ΔE to the lowest compared entry with this formula, charge and spin numbers, same order: 594.76; 115.45; 81.20; 59.02; 67.53; 77.14; 0.00; 105.63; 145.52; 23.62 (kJ/mol).